1.
Density functional theory data (ωB97M-V/def2-TZVPD) for a molecular structure, C31H19BF7NO3S2SbV.

```
! wB97M-V def2-TZVPD RIJCOSX def2/J DEFGRID3
* xyz 1 2
V -0.556 0.915 1.234
F 1.934 5.236 3.795
C 1.374 4.050 3.673
C 0.009 3.915 3.866
F -0.718 4.980 4.174
C -0.578 2.673 3.723
F -1.882 2.572 3.907
C 0.180 1.535 3.384
S -0.572 -0.067 3.233
C 1.563 1.723 3.191
F 2.319 0.697 2.826
C 2.157 2.957 3.334
F 3.455 3.118 3.122
O -3.319 1.404 -0.277
C -2.344 1.899 -0.912
N -1.125 1.398 -0.775
S 0.000 2.568 -1.015
O 0.334 2.794 0.413
O 1.078 2.264 -1.882
C -1.129 3.746 -1.703
C -0.898 4.972 -2.280
C -2.006 5.644 -2.791
C -3.283 5.097 -2.718
C -3.503 3.855 -2.129
C -2.405 3.180 -1.636
H 0.096 5.395 -2.334
H -1.868 6.613 -3.252
H -4.119 5.648 -3.127
H -4.492 3.422 -2.062
C -2.262 -5.512 0.598
C -1.457 -5.327 -0.516
C -0.729 -4.153 -0.661
C -0.822 -3.165 0.314
C -1.626 -3.350 1.432
C -2.346 -4.527 1.573
Sb 0.409 -1.455 0.157
C 2.240 -2.288 0.815
C 3.053 -2.976 -0.082
C 4.196 -3.616 0.379
C 4.519 -3.576 1.728
C 3.697 -2.906 2.623
C 2.554 -2.261 2.170
C 0.637 -1.211 -1.929
C 1.835 -0.730 -2.452
C 1.939 -0.477 -3.814
C 0.852 -0.696 -4.646
C -0.346 -1.168 -4.123
C -0.457 -1.425 -2.764
H -2.827 -6.429 0.709
H -1.390 -6.097 -1.275
H -0.095 -4.014 -1.529
H -1.706 -2.578 2.188
H -2.973 -4.672 2.442
H 2.800 -3.027 -1.134
H 4.830 -4.151 -0.317
H 5.411 -4.076 2.083
H 3.941 -2.887 3.677
H 1.910 -1.748 2.872
H 2.682 -0.542 -1.803
H 2.871 -0.105 -4.221
H 0.938 -0.501 -5.707
H -1.191 -1.345 -4.777
H -1.390 -1.802 -2.358
F -3.550 0.896 1.985
B -2.918 0.496 0.873
F -2.927 -0.800 0.512
*
```

Properties
HOMO (spin up / spin down): -11.61 / -11.18 eV
LUMO (spin up / spin down): -4.1310 / -3.9621 eV
DFT total energy: -113677.42067 eV
Frontier orbital gap (spin up / spin down): 7.48 / 7.22 eV

=====

2.
Density functional theory data (ωB97M-V/def2-TZVPD) for a molecular structure, C31H20AsAuN3O4Se in a non-equilibrium geometry.

```
! wB97M-V def2-TZVPD RIJCOSX def2/J DEFGRID3
* xyz 1 1
Au -0.673 1.919 1.370
O 2.776 1.235 3.365
C 1.658 1.365 2.970
O 1.325 2.001 1.848
C 0.495 0.797 3.722
C 0.543 0.116 4.914
C -0.654 -0.346 5.457
C -1.862 -0.124 4.796
C -1.832 0.553 3.600
N -0.670 0.977 3.116
C -3.005 0.861 2.710
O -4.127 0.776 3.112
O -2.635 1.176 1.475
H 1.504 -0.043 5.384
H -0.646 -0.877 6.400
H -2.815 -0.456 5.184
Se 0.789 4.135 -0.660
N -0.628 3.104 -0.267
C -1.467 3.082 -1.304
C -2.677 2.347 -1.412
C -3.368 2.446 -2.577
C -2.931 3.273 -3.666
C -1.784 3.985 -3.597
C -1.007 3.902 -2.402
N 0.148 4.522 -2.222
H -3.029 1.742 -0.588
H -4.286 1.884 -2.689
H -3.542 3.326 -4.557
H -1.433 4.605 -4.411
C -1.116 -4.596 -2.720
C -0.452 -3.549 -3.341
C -0.299 -2.331 -2.687
C -0.796 -2.181 -1.398
C -1.485 -3.220 -0.783
C -1.633 -4.432 -1.442
As -0.355 -0.612 -0.324
C 1.081 0.195 -1.335
C 0.973 1.000 -2.460
C 2.121 1.538 -3.030
C 3.362 1.291 -2.451
C 3.472 0.476 -1.334
C 2.332 -0.097 -0.776
C 2.300 -1.036 0.366
C 3.410 -1.579 1.004
C 3.237 -2.485 2.040
C 1.962 -2.859 2.448
C 0.846 -2.313 1.824
C 1.019 -1.421 0.778
H -1.244 -5.538 -3.238
H -0.041 -3.679 -4.335
H 0.234 -1.524 -3.170
H -1.895 -3.091 0.211
H -2.150 -5.251 -0.958
H 0.001 1.201 -2.899
H 2.046 2.152 -3.921
H 4.252 1.738 -2.878
H 4.449 0.284 -0.903
H 4.413 -1.299 0.701
H 4.106 -2.894 2.541
H 1.837 -3.576 3.250
H -0.151 -2.591 2.152
*
```

Properties
HOMO: -11.01 eV
LUMO: -5.3665 eV
DFT total energy: -175001.71382 eV
Frontier orbital gap: 5.65 eV

=====

Result set for energy above the lowest of the compared OMol25 structures with the same formula, charge and spin: 0.0, 14.7 kcal per mole, one per record in the order listed.